Entry from the Open Molecules 2025 dataset: a molecular structure, C44H48Cl3N5O3PRuS3Si in a non-equilibrium geometry (ωB97M-V/def2-TZVPD).

XYZ file:
```
109
Properties=species:S:1:pos:R:3:lowdin_charge:R:1
Ru -1.85 -1.51 -0.48 0.846
N 0.00 -1.75 -0.68 -0.408
S 1.37 -1.27 -0.93 0.841
N 1.72 0.26 -1.35 -0.349
S 1.48 1.57 -0.55 0.918
N 0.06 1.90 0.01 -0.349
S -1.30 1.72 -0.89 0.809
N -1.96 0.41 -0.83 -0.413
C -2.32 3.01 -0.22 -0.346
C -3.66 2.97 -0.61 -0.053
C -4.52 3.94 -0.14 -0.031
C -4.04 4.94 0.70 -0.029
C -2.71 4.96 1.09 -0.040
C -1.83 3.99 0.62 -0.083
C -0.92 2.27 -2.54 -0.321
C -0.66 1.29 -3.49 -0.104
C -0.35 1.68 -4.78 -0.046
C -0.29 3.03 -5.11 -0.036
C -0.54 3.99 -4.14 -0.037
C -0.86 3.62 -2.85 -0.048
C 2.51 1.72 0.89 -0.329
C 1.99 2.12 2.11 -0.064
C 2.85 2.26 3.18 -0.038
C 4.21 2.00 3.02 -0.026
C 4.71 1.60 1.79 -0.030
C 3.86 1.46 0.71 -0.052
C 2.07 2.83 -1.65 -0.321
C 2.06 4.13 -1.14 -0.056
C 2.52 5.16 -1.94 -0.031
C 2.97 4.88 -3.23 -0.026
C 2.96 3.59 -3.72 -0.037
C 2.51 2.54 -2.93 -0.057
C 2.09 -2.12 -2.31 -0.329
C 3.09 -1.55 -3.08 -0.068
C 3.63 -2.29 -4.12 -0.034
C 3.16 -3.57 -4.38 -0.026
C 2.16 -4.13 -3.59 -0.037
C 1.62 -3.40 -2.55 -0.057
C 2.39 -1.64 0.49 -0.304
C 1.84 -1.42 1.74 -0.091
C 2.61 -1.65 2.86 -0.051
C 3.91 -2.13 2.73 -0.030
C 4.44 -2.37 1.47 -0.033
C 3.68 -2.12 0.33 -0.040
H -4.01 2.18 -1.26 0.105
H -5.56 3.93 -0.44 0.124
H -4.72 5.70 1.06 0.125
H -2.35 5.74 1.74 0.121
H -0.79 4.01 0.91 0.099
H -0.73 0.24 -3.23 0.058
H -0.17 0.93 -5.54 0.121
H -0.06 3.33 -6.12 0.125
H -0.51 5.04 -4.40 0.126
H -1.07 4.37 -2.10 0.123
H 0.93 2.33 2.21 0.097
H 2.47 2.59 4.14 0.122
H 4.88 2.13 3.86 0.126
H 5.77 1.41 1.68 0.126
H 4.25 1.16 -0.26 0.127
H 1.72 4.33 -0.13 0.120
H 2.53 6.17 -1.56 0.125
H 3.33 5.69 -3.85 0.126
H 3.31 3.38 -4.72 0.126
H 2.48 1.53 -3.30 0.100
H 3.46 -0.56 -2.87 0.101
H 4.41 -1.87 -4.73 0.123
H 3.59 -4.15 -5.19 0.126
H 1.80 -5.13 -3.80 0.120
H 0.83 -3.82 -1.93 0.096
H 0.82 -1.06 1.84 0.091
H 2.21 -1.46 3.85 0.111
H 4.51 -2.32 3.61 0.125
H 5.44 -2.76 1.36 0.125
H 4.10 -2.31 -0.65 0.118
Cl -2.91 -1.40 -3.92 0.374
Si -3.53 -2.07 -2.12 -0.767
Cl -4.17 -3.99 -2.29 0.372
Cl -4.97 -0.93 -1.28 0.385
C -0.25 -3.45 4.19 -0.038
C -0.82 -3.32 2.81 -0.242
O -1.41 -1.98 2.70 -0.236
P -2.50 -1.49 1.67 0.571
O -3.82 -2.32 1.69 -0.269
C -4.78 -2.37 2.82 -0.188
C -5.02 -3.80 3.18 -0.051
O -2.88 -0.08 2.20 -0.224
C -2.00 0.90 2.83 -0.228
C -2.40 1.07 4.28 -0.040
H 0.29 -4.40 4.27 0.100
H -1.03 -3.44 4.95 0.093
H 0.46 -2.65 4.40 0.062
H -1.61 -4.04 2.62 0.107
H -0.07 -3.38 2.02 0.100
H -5.67 -1.86 2.45 0.131
H -4.36 -1.79 3.64 0.118
H -5.38 -4.37 2.33 0.089
H -5.78 -3.85 3.96 0.100
H -4.11 -4.27 3.57 0.077
H -2.14 1.81 2.25 0.101
H -0.97 0.56 2.73 0.098
H -3.42 1.42 4.36 0.094
H -1.75 1.81 4.75 0.092
H -2.29 0.13 4.82 0.084
C -1.70 -6.19 -0.27 0.002
C -1.73 -4.74 -0.27 -0.202
N -1.77 -3.60 -0.27 0.003
H -1.00 -6.54 -1.03 0.106
H -2.70 -6.57 -0.49 0.105
H -1.37 -6.54 0.71 0.105
```

- HOMO-LUMO gap (eV) = 7.0
- total charge = +3
- HOMO (Ha) = -0.5816
- ΔE to the lowest compared entry with this formula, charge and spin (kJ/mol) = 0.0